A structure of composition C6H8LiO6Yb at a distorted geometry, computed with ωB97M-V/def2-TZVPD.

The geometry in XYZ format:
```
22
C6H8LiO6Yb (ωB97M-V/def2-TZVPD)
Li 1.9443 0.9206 -1.5244
O 0.5182 0.9843 -0.1845
O 0.3065 -0.2692 -2.0290
C 0.3599 -1.6546 -2.3179
C 0.4737 -2.3349 -0.9477
O 0.3334 -1.2892 -0.0083
C -0.1850 -0.1109 -0.6748
H -0.5552 -1.9587 -2.8458
H 1.2573 -1.8440 -2.9201
H 1.4634 -2.7973 -0.8225
H -0.3159 -3.0819 -0.7898
Yb 2.3034 -0.1585 1.2009
O 0.8227 -0.1175 2.6759
O -1.4585 0.0920 -0.4743
C -1.0345 1.8463 0.3201
C -0.8233 1.7975 1.8328
O -1.2614 0.6350 2.5346
C -0.3675 -0.2834 3.0401
H -1.2737 2.9322 0.3170
H -1.3610 2.0406 -0.7137
H -1.3746 2.6410 2.2740
H 0.2280 2.0106 2.0576
```

Values from the calculation:
Kohn-Sham gap = 3.7 eV
electronic energy = -50364.1625 eV
total charge = -1